12 unconnected molecules or ions with the total composition C36H64O36, computed with ωB97M-V with the def2-TZVPD basis set.

```
136
Properties=species:S:1:pos:R:3:mulliken_charge:R:1
C 2.28 8.01 6.70 -0.30
C 2.93 9.35 6.54 -0.23
O 3.42 9.36 5.29 -0.32
C 3.35 8.10 4.74 0.69
O 3.81 7.75 3.67 -0.53
O 2.46 7.40 5.45 -0.32
H 1.19 8.08 6.82 0.24
H 2.68 7.46 7.55 0.24
H 3.74 9.57 7.23 0.29
H 2.06 10.00 6.67 0.24
C -12.04 -0.54 2.31 -0.20
C -11.93 -1.00 0.84 -0.35
O -10.55 -0.76 0.43 -0.31
C -9.88 -0.63 1.60 0.66
O -8.66 -0.62 1.74 -0.55
O -10.66 -0.57 2.71 -0.31
H -12.60 -1.39 2.70 0.22
H -12.62 0.34 2.57 0.30
H -12.54 -0.44 0.13 0.28
H -12.25 -2.04 0.71 0.25
C 3.19 -2.91 -5.79 -0.39
C 2.16 -3.99 -5.89 -0.20
O 1.05 -3.19 -6.13 -0.33
C 1.38 -1.93 -6.42 0.73
O 0.55 -1.05 -6.61 -0.61
O 2.63 -1.78 -6.47 -0.30
H 4.06 -3.25 -6.34 0.26
H 3.47 -2.59 -4.79 0.27
H 2.09 -4.24 -4.83 0.24
H 2.39 -4.83 -6.55 0.33
C -3.40 5.25 4.86 -0.25
C -2.81 4.70 3.53 -0.31
O -3.08 5.67 2.58 -0.27
C -3.62 6.71 3.14 0.67
O -4.07 7.70 2.56 -0.58
O -3.78 6.54 4.46 -0.33
H -2.57 5.16 5.55 0.26
H -4.32 4.76 5.16 0.26
H -3.18 3.70 3.33 0.29
H -1.76 4.54 3.78 0.26
C 9.76 -3.28 -5.52 -0.64
O 9.59 -3.56 -4.19 -0.31
C 9.26 -2.60 -3.31 0.82
O 8.92 -1.45 -3.67 -0.59
O 9.18 -3.07 -2.11 -0.31
C 8.87 -2.21 -1.01 -0.65
H 10.45 -2.44 -5.65 0.29
H 8.90 -3.00 -6.13 0.27
H 10.07 -4.15 -6.09 0.27
H 8.43 -2.79 -0.20 0.25
H 8.13 -1.44 -1.21 0.32
H 9.80 -1.78 -0.64 0.29
C -1.38 -7.31 4.20 -0.62
O -1.64 -7.37 2.77 -0.29
C -2.19 -8.46 2.15 0.73
O -2.46 -9.49 2.71 -0.55
O -2.34 -8.21 0.83 -0.28
C -2.99 -9.24 0.06 -0.63
H -0.81 -8.11 4.66 0.30
H -2.32 -7.27 4.76 0.29
H -0.85 -6.36 4.31 0.23
H -3.86 -9.62 0.60 0.30
H -2.44 -10.17 -0.11 0.29
H -3.20 -8.82 -0.92 0.23
C -1.12 -1.59 -0.53 -0.65
O -0.44 -0.41 -0.09 -0.30
C 0.86 -0.42 -0.12 0.85
O 1.61 -1.35 -0.30 -0.60
O 1.24 0.80 0.12 -0.30
C 2.56 1.17 -0.14 -0.67
H -1.47 -2.14 0.34 0.26
H -0.45 -2.20 -1.14 0.33
H -1.88 -1.23 -1.23 0.25
H 2.90 0.70 -1.07 0.31
H 3.21 0.88 0.69 0.28
H 2.55 2.23 -0.39 0.25
C -7.56 4.51 -8.64 -0.68
O -7.45 3.79 -7.46 -0.29
C -7.06 2.53 -7.42 0.79
O -6.62 1.82 -8.31 -0.56
O -7.16 2.17 -6.15 -0.30
C -6.92 0.92 -5.74 -0.69
H -7.52 5.60 -8.57 0.27
H -8.45 4.33 -9.24 0.29
H -6.66 4.30 -9.22 0.31
H -5.98 0.50 -6.12 0.32
H -7.73 0.23 -5.92 0.29
H -6.81 0.98 -4.66 0.24
C -3.93 -1.14 12.38 -0.71
O -4.12 -2.04 11.27 -0.31
C -4.57 -1.56 10.15 0.87
O -4.82 -0.39 9.87 -0.61
O -4.59 -2.51 9.22 -0.33
C -5.02 -2.09 7.90 -0.65
H -4.56 -0.26 12.39 0.31
H -2.94 -0.67 12.40 0.29
H -4.18 -1.61 13.33 0.29
H -6.06 -2.34 7.72 0.27
H -4.47 -2.67 7.16 0.24
H -4.86 -1.03 7.69 0.32
C 9.24 6.75 -0.76 -0.64
O 8.98 5.61 0.07 -0.29
C 9.84 5.45 1.10 0.82
O 10.66 6.25 1.52 -0.57
O 9.57 4.29 1.64 -0.31
C 10.13 3.99 2.98 -0.70
H 8.63 6.80 -1.66 0.25
H 10.27 6.78 -1.12 0.29
H 9.11 7.66 -0.18 0.28
H 10.73 4.82 3.36 0.33
H 10.93 3.25 2.96 0.28
H 9.42 3.64 3.73 0.27
C 3.89 -8.63 0.07 -0.59
O 4.19 -10.01 0.04 -0.30
C 3.93 -10.70 -1.13 0.76
O 3.70 -10.11 -2.19 -0.55
O 4.09 -12.00 -0.91 -0.30
C 4.03 -12.97 -2.04 -0.62
H 2.84 -8.60 -0.22 0.27
H 4.47 -8.04 -0.63 0.26
H 3.91 -8.19 1.07 0.24
H 4.41 -13.96 -1.77 0.25
H 4.49 -12.59 -2.95 0.30
H 2.98 -13.14 -2.29 0.29
C -1.86 5.29 -4.38 -0.62
O -2.37 5.95 -5.53 -0.28
C -1.81 6.95 -6.12 0.80
O -0.66 7.32 -5.83 -0.60
O -2.57 7.35 -7.12 -0.27
C -2.29 8.60 -7.72 -0.68
H -2.52 4.52 -3.98 0.22
H -1.69 6.06 -3.63 0.29
H -0.90 4.80 -4.57 0.29
H -2.48 9.49 -7.13 0.31
H -2.96 8.75 -8.57 0.24
H -1.26 8.63 -8.08 0.30
```

SMILES: COC(=O)OC.COC(=O)OC.COC(=O)OC.COC(=O)OC.COC(=O)OC.COC(=O)OC.COC(=O)OC.COC(=O)OC.O=C1OCCO1.O=C1OCCO1.O=C1OCCO1.O=C1OCCO1
Relative energy (zero: lowest compared OMol25 entry of this formula, charge and spin) (kcal per mole): 116.2

---

A gas-phase ion, C2H6N5 (charge +1), computed with ωB97M-V with the def2-TZVPD basis set.

```
13
Properties=species:S:1:pos:R:3:nbo_charge:R:1
C -0.84 -0.55 0.80 0.21
C 1.57 -1.27 0.85 -0.44
N -1.59 0.31 0.17 -0.24
N 0.44 -0.42 0.40 -0.15
N -0.72 0.89 -0.73 0.25
N 0.47 0.44 -0.65 0.00
N -1.09 1.74 -1.62 -0.55
H -1.33 -1.13 1.71 0.30
H 1.34 -1.87 1.80 0.27
H 2.09 -1.90 0.02 0.27
H 2.23 -0.43 1.09 0.24
H -2.09 2.06 -1.65 0.45
H -0.49 2.12 -2.20 0.41
```

SMILES: Cn1cn[n+](N)n1
Relative energy (zero: lowest compared OMol25 entry of this formula, charge and spin) (kcal per mole): 79.1
Total charge: +1

---

A single C8H8O2 molecule, computed with ωB97M-V with the def2-TZVPD basis set.

```
18
Properties=species:S:1:pos:R:3:nbo_charge:R:1
C 0.36 -1.62 -1.09 -0.20
C 1.41 -0.79 -0.99 -0.20
C -0.99 -0.25 0.21 -0.01
C -1.85 -0.36 1.19 -0.41
C 0.85 1.25 1.52 -0.10
C -0.86 -0.69 -1.24 0.01
C 0.79 0.69 -1.09 0.02
C 0.18 0.89 0.27 0.17
O -0.14 2.07 0.96 -0.47
O -0.37 0.43 -1.88 -0.48
H 0.52 -2.63 -1.07 0.22
H 2.46 -1.01 -0.96 0.22
H -1.70 0.06 2.23 0.21
H -2.84 -0.91 1.16 0.21
H 0.56 0.83 2.41 0.18
H 1.95 1.61 1.46 0.17
H -1.74 -1.18 -1.56 0.22
H 1.39 1.59 -1.51 0.23
```

SMILES: C=C1[C@@H]2C=C[C@@H](O2)[C@]12CO2
Relative energy (zero: lowest compared OMol25 entry of this formula, charge and spin) (kcal per mole): 75.4

---

A gas-phase ion, C4H8NO (charge +1), computed with ωB97M-V with the def2-TZVPD basis set.

```
14
Properties=species:S:1:pos:R:3:nbo_charge:R:1
C 0.51 -1.53 0.51 -0.64
C 0.23 -0.12 0.97 -0.20
C -1.70 1.03 0.00 1.00
C 0.28 0.91 -1.27 -0.39
N -0.50 0.62 -0.04 -0.42
O -2.77 1.38 0.14 -0.27
H 1.44 -1.60 -0.08 0.24
H 0.42 -2.10 1.37 0.25
H -0.37 -0.10 1.88 0.24
H 1.16 0.44 1.12 0.24
H -0.17 -1.95 -0.14 0.23
H -0.04 0.30 -2.00 0.23
H 0.18 1.95 -1.61 0.25
H 1.32 0.76 -0.86 0.24
```

SMILES: CC[N+](C)=C=O
Relative energy (zero: lowest compared OMol25 entry of this formula, charge and spin) (kcal per mole): 33.4
Total charge: +1

---

Number 1: maximum force 5.91 eV Å⁻¹, E_LUMO 0.2109 eV. Number 2: maximum force 6.57 eV Å⁻¹, E_LUMO -4.1146 eV. Number 3: maximum force 3.72 eV Å⁻¹, E_LUMO 0.9819 eV. Number 4: maximum force 4.74 eV Å⁻¹, E_LUMO -4.9444 eV.